1.
69
Properties=species:S:1:pos:R:3:nbo_charge:R:1 method="wB97M-V/def2-TZVPD" relative_energy_kj_mol=0.0 e_homo_ev=-2.7 total_charge=-1 lumo_energy_ev=2.4468 multiplicity=1 orbital_gap_ha=0.189
C 2.097 -0.080 -0.296 -0.61
C 1.275 -1.340 0.017 -0.19
Cl 1.246 -2.262 -1.533 -0.10
C -0.145 -0.997 0.462 -0.19
Cl 0.150 0.155 2.028 -0.35
C -1.022 -2.117 0.824 -0.27
F -0.300 -3.359 0.682 -0.44
P -2.588 -2.242 -0.094 0.76
C -3.284 -0.584 0.278 -0.94
C -2.275 -2.102 -1.935 -0.97
H 1.512 0.536 -0.982 0.19
H 2.354 0.473 0.601 0.23
H 3.011 -0.346 -0.833 0.19
H 1.812 -1.903 0.773 0.22
H -0.580 -0.298 -0.251 0.20
H -4.288 -0.487 -0.135 0.21
H -3.312 -0.496 1.364 0.24
H -2.674 0.244 -0.105 0.20
H -2.007 -1.084 -2.245 0.20
H -1.524 -2.818 -2.259 0.23
H -3.215 -2.338 -2.445 0.21
O 2.605 3.437 0.382 -0.57
C 2.149 3.956 1.357 0.79
O 2.303 5.292 1.589 -0.51
C 1.753 5.639 2.868 -0.07
C 0.749 4.538 3.183 -0.43
C 1.376 3.323 2.498 -0.55
H 2.569 5.675 3.595 0.17
H 1.304 6.627 2.795 0.19
H 0.579 4.410 4.250 0.22
H -0.209 4.767 2.714 0.21
H 2.079 2.801 3.149 0.24
H 0.636 2.614 2.129 0.29
O -2.425 3.648 -3.447 -0.57
C -1.252 3.431 -3.540 0.79
O -0.740 2.181 -3.604 -0.48
C 0.698 2.229 -3.613 -0.07
C 1.045 3.624 -4.118 -0.43
C -0.124 4.447 -3.586 -0.53
H 1.060 2.052 -2.599 0.19
H 1.075 1.441 -4.261 0.20
H 2.023 3.965 -3.781 0.22
H 1.038 3.636 -5.209 0.20
H 0.052 4.808 -2.571 0.24
H -0.395 5.281 -4.227 0.23
O 7.099 -4.434 -4.143 -0.58
C 6.353 -3.899 -3.372 0.79
O 5.013 -3.933 -3.513 -0.49
C 4.375 -3.120 -2.501 -0.08
C 5.399 -3.022 -1.377 -0.43
C 6.717 -3.082 -2.145 -0.53
H 4.142 -2.147 -2.935 0.18
H 3.454 -3.592 -2.185 0.23
H 5.274 -2.129 -0.768 0.23
H 5.312 -3.891 -0.723 0.21
H 7.046 -2.096 -2.479 0.23
H 7.521 -3.564 -1.596 0.23
O -5.232 -3.221 1.611 -0.52
C -5.586 -2.877 2.692 0.78
O -5.191 -1.702 3.261 -0.49
C -5.674 -1.606 4.602 -0.07
C -6.877 -2.543 4.669 -0.43
C -6.479 -3.627 3.671 -0.53
H -4.874 -1.912 5.281 0.18
H -5.927 -0.567 4.804 0.19
H -7.078 -2.908 5.675 0.21
H -7.769 -2.023 4.314 0.20
H -5.886 -4.416 4.136 0.23
H -7.323 -4.068 3.148 0.23

2.
93
Properties=species:S:1:pos:R:3:lowdin_charge:R:1 method="wB97M-V/def2-TZVPD" e_homo_ev="-7.0 / -7.4" total_charge=0 lumo_energy_ev="0.3792 / -0.6977" multiplicity=2 orbital_gap_ha="0.271 / 0.248"
Al 0.565 0.047 -0.417 0.16
C 0.859 -2.959 -0.087 -0.07
N 1.755 -1.782 -0.356 -0.24
C 2.508 -1.939 -1.586 -0.06
C 2.594 -1.459 0.778 -0.24
C 3.064 -2.393 1.644 -0.03
C 3.854 -2.020 2.731 -0.09
C 4.280 -0.687 2.894 -0.06
C 3.779 0.288 1.974 -0.01
C 2.928 -0.098 0.913 -0.24
N 2.309 0.743 0.024 0.03
C 2.346 2.192 0.081 -0.15
C 3.478 2.963 0.462 -0.02
C 3.340 4.349 0.519 -0.11
C 2.217 5.019 0.186 -0.09
C 1.124 4.292 -0.316 0.01
C 1.203 2.875 -0.360 -0.22
N 0.258 2.067 -1.038 -0.23
C -1.164 2.432 -0.644 -0.04
C 0.345 2.330 -2.504 -0.06
H 1.352 -3.876 -0.298 0.09
H 0.461 -2.914 0.937 0.07
H -0.097 -2.887 -0.624 0.04
H 3.082 -2.839 -1.594 0.09
H 1.862 -2.032 -2.495 0.07
H 3.058 -0.962 -1.803 0.12
H 2.893 -3.492 1.430 0.14
H 4.180 -2.785 3.417 0.10
H 4.901 -0.409 3.682 0.08
H 4.112 1.350 2.148 0.10
H 4.449 2.497 0.547 0.10
H 4.292 4.932 0.673 0.13
H 2.088 6.070 0.247 0.10
H 0.287 4.736 -0.738 0.08
H -1.407 3.514 -0.824 0.11
H -1.871 1.899 -1.233 0.06
H -1.278 2.264 0.366 0.03
H 0.232 3.441 -2.672 0.12
H 1.317 2.037 -2.873 0.10
H -0.316 1.777 -3.169 0.04
O -1.249 -0.806 -7.761 -0.05
C -0.304 -0.583 -6.695 -0.17
C -0.938 -1.048 -5.352 -0.49
C -2.265 -0.270 -5.173 -0.22
O -1.943 1.107 -5.164 -0.05
C -0.061 -0.688 -4.095 -0.52
Se -0.866 -0.733 -2.334 0.75
C -1.067 -2.607 -5.265 -0.55
Se -1.342 -3.346 -3.495 0.62
H -1.399 -1.740 -7.935 0.09
H -0.123 0.513 -6.737 0.13
H 0.593 -1.094 -6.832 0.10
H -2.649 -0.470 -4.164 0.08
H -2.972 -0.482 -5.908 0.11
H -1.752 1.522 -5.977 0.06
H 0.405 0.258 -4.296 0.05
H 0.816 -1.255 -4.153 0.03
H -0.158 -2.992 -5.560 0.02
H -1.925 -2.893 -5.874 0.06
C -5.358 -1.819 1.050 -0.10
C -4.835 -1.872 2.338 -0.08
C -3.481 -1.495 2.483 -0.12
C -2.733 -0.876 1.460 -0.33
C -3.396 -0.551 0.297 -0.13
C -4.697 -1.061 0.068 -0.06
Ge -0.860 -0.284 1.727 1.00
C -0.084 -1.445 3.123 -0.33
C -0.638 -2.750 3.246 -0.12
C -0.239 -3.618 4.322 -0.07
C 0.716 -3.239 5.275 -0.08
C 1.206 -1.934 5.101 -0.08
C 0.878 -1.061 4.008 -0.11
C -1.002 1.438 2.720 -0.31
C -2.250 1.916 3.115 -0.09
C -2.331 3.213 3.754 -0.06
C -1.144 3.850 4.136 -0.09
C 0.072 3.316 3.811 -0.11
C 0.180 2.187 3.073 -0.11
H -6.258 -2.366 0.813 0.10
H -5.316 -2.275 3.250 0.11
H -2.873 -1.601 3.395 0.10
H -2.927 0.002 -0.444 0.02
H -5.206 -0.820 -0.900 0.12
H -1.413 -3.041 2.595 0.07
H -0.693 -4.603 4.418 0.09
H 1.075 -3.851 6.032 0.08
H 1.834 -1.597 5.907 0.09
H 1.302 -0.001 4.048 0.11
H -3.182 1.282 2.888 0.12
H -3.260 3.608 3.938 0.06
H -1.250 4.776 4.696 0.10
H 0.957 3.746 4.159 0.09
H 1.166 1.852 2.844 0.08

3.
71
Properties=species:S:1:pos:R:3:lowdin_charge:R:1 method="wB97M-V/def2-TZVPD" e_homo_ev=2.5 total_charge=-2 lumo_energy_ev=3.8692 multiplicity=1 orbital_gap_ha=0.050
Zn -0.181 -0.570 1.504 -0.23
N -0.911 -2.127 2.777 0.05
N 0.032 -2.464 -0.309 -0.12
C 1.502 1.768 0.626 -0.25
C 2.330 0.649 0.930 -0.26
C 1.907 0.095 2.173 -0.32
C 2.652 -0.899 2.987 -0.07
H 3.302 -1.518 2.355 0.07
H 1.966 -1.553 3.540 0.07
H 3.281 -0.389 3.735 0.08
C 0.804 0.896 2.660 -0.35
C 0.305 0.874 4.061 -0.07
H 1.004 1.392 4.740 0.08
H 0.183 -0.161 4.416 0.06
H -0.681 1.357 4.142 0.06
C 0.615 1.970 1.704 -0.26
C -0.257 3.145 1.910 -0.08
H -1.063 2.929 2.625 0.06
H -0.733 3.468 0.969 0.07
H 0.316 4.003 2.308 0.08
C 3.460 0.119 0.131 -0.07
H 4.386 0.076 0.737 0.07
H 3.642 0.740 -0.762 0.06
H 3.255 -0.910 -0.227 0.07
C 1.549 2.593 -0.602 -0.06
H 0.548 2.709 -1.038 0.07
H 2.162 2.114 -1.372 0.05
H 1.952 3.594 -0.389 0.08
C -1.708 -2.339 3.841 -0.11
H -1.733 -1.550 4.602 0.09
C -2.424 -3.526 3.954 -0.17
H -3.056 -3.687 4.823 0.05
C -2.313 -4.524 2.976 -0.15
H -2.912 -5.428 2.999 0.07
C -1.376 -4.375 1.963 -0.04
H -1.187 -5.097 1.156 0.09
C -0.640 -3.163 1.934 -0.31
C 0.384 -2.901 0.958 -0.24
H 1.451 -2.995 1.179 0.08
C -0.175 -1.126 -0.552 -0.01
C -0.124 -3.208 -1.485 -0.05
H -0.112 -4.275 -1.489 0.10
C -0.297 -2.331 -2.472 -0.08
H -0.431 -2.477 -3.525 0.11
N -0.250 -1.051 -1.906 -0.03
C -0.165 0.139 -2.716 -0.12
C 1.001 0.381 -3.472 -0.20
C 1.043 1.492 -4.320 -0.03
H 1.961 1.699 -4.875 0.11
C -0.057 2.329 -4.491 -0.28
C -0.009 3.516 -5.411 -0.08
H -0.034 4.461 -4.852 0.08
H -0.864 3.530 -6.098 0.07
H 0.912 3.519 -6.003 0.07
C -1.231 2.034 -3.791 -0.03
H -2.117 2.655 -3.927 0.11
C -1.306 0.926 -2.933 -0.19
C -2.586 0.560 -2.251 -0.07
H -2.997 -0.386 -2.639 0.07
H -3.325 1.331 -2.472 0.06
H -2.470 0.509 -1.156 0.07
C 2.205 -0.505 -3.363 -0.04
H 2.174 -1.326 -4.091 0.08
H 2.338 -0.926 -2.359 0.07
H 3.102 0.078 -3.596 0.08
C -3.053 1.046 1.703 -0.16
O -2.333 -0.113 1.271 -0.23
H -2.795 1.894 1.057 0.07
H -4.128 0.839 1.681 0.05
H -2.739 1.307 2.714 0.06
H -2.954 -0.838 1.102 0.08

Electronic energy (computed, hartree): -2822.85066 -8950.03860 -3145.88232
Molecular weight (computed, Da): 548.392 845.320 509.025